45
Properties=species:S:1:pos:R:3:forces:R:3:mulliken_charge:R:1 method="wB97M-V/def2-TZVPD" smiles="O=C(Nc1ccc(N2CCOCC2)cc1)C1CCCCC1" lumo_energy_ev=0.71 total_energy_ha=-922.1883 total_charge=0
O 0.977967 1.973206 -1.663574 -0.05 0.26 0.14 -0.69
C 1.117294 0.785677 -1.859302 0.14 -0.44 -0.38 0.02
N 0.428615 -0.190203 -1.206350 -0.03 -0.42 -0.04 -0.07
C -0.539787 -0.068155 -0.200456 -0.24 0.02 0.27 0.69
C -0.974928 1.156412 0.297526 0.14 0.08 -0.07 -0.66
C -1.933620 1.204120 1.285564 -0.04 -0.20 0.14 -0.61
C -2.493345 0.042743 1.832526 0.20 0.02 -0.34 1.07
N -3.502211 0.145973 2.783318 -0.41 0.04 0.12 -0.05
C -4.232431 -1.023683 3.225824 0.14 -0.21 0.24 -1.01
C -3.546187 -1.684884 4.428255 -0.17 -0.10 -0.29 -0.37
O -3.411811 -0.762662 5.488638 -0.10 -0.01 0.09 -0.41
C -2.688615 0.377694 5.080843 0.02 0.36 -0.16 -0.58
C -3.359703 1.075468 3.888058 0.21 -0.09 0.40 -0.69
C -2.051147 -1.179794 1.318408 -0.12 0.05 0.16 -0.21
C -1.098104 -1.230015 0.320683 0.15 0.22 -0.17 -1.49
C 2.133811 0.217601 -2.848853 0.07 0.35 0.14 0.62
C 3.415450 -0.132403 -2.083191 -0.03 -0.23 -0.03 -0.84
C 4.407019 -0.859876 -2.998548 -0.04 0.02 -0.02 -0.64
C 4.324691 -0.344616 -4.441063 0.18 0.14 0.01 -0.62
C 3.886145 1.115689 -4.457079 -0.10 -0.19 -0.17 -0.70
C 2.447308 1.240653 -3.948625 0.04 0.06 0.02 -0.97
H 0.638388 -1.145746 -1.461100 0.05 0.25 -0.06 0.21
H -0.564925 2.067866 -0.102733 0.01 0.03 -0.02 0.52
H -2.270087 2.171985 1.622917 -0.05 0.08 0.02 0.40
H -4.357249 -1.727433 2.404390 -0.05 0.00 0.01 0.49
H -5.225658 -0.682602 3.540635 0.03 -0.11 -0.03 0.37
H -4.143756 -2.510722 4.817971 0.05 -0.02 -0.08 0.35
H -2.552992 -2.058854 4.134585 -0.08 -0.01 0.03 0.32
H -2.651701 1.038431 5.948416 0.07 0.01 -0.06 0.39
H -1.663112 0.089585 4.797799 -0.07 0.04 0.04 0.31
H -2.765980 1.938405 3.595848 -0.07 0.02 0.01 0.32
H -4.359499 1.412387 4.182573 0.09 0.06 0.01 0.33
H -2.438985 -2.113219 1.695073 -0.04 -0.05 0.06 0.27
H -0.776974 -2.193704 -0.052420 0.03 -0.09 -0.04 0.29
H 1.728677 -0.699732 -3.289443 -0.01 0.00 0.03 0.41
H 3.852149 0.794904 -1.710219 -0.01 0.04 0.07 0.30
H 3.186137 -0.756590 -1.216056 0.04 0.08 0.04 0.37
H 5.415921 -0.714663 -2.608503 0.03 -0.06 0.00 0.33
H 4.204179 -1.932956 -2.985480 0.05 -0.02 0.06 0.28
H 5.294022 -0.455996 -4.929578 -0.04 -0.08 -0.06 0.38
H 3.602523 -0.933903 -5.010201 0.00 -0.04 -0.07 0.30
H 4.563215 1.697275 -3.829701 0.05 0.08 0.00 0.33
H 3.950763 1.517638 -5.469329 0.06 0.08 0.04 0.39
H 2.280548 2.240425 -3.543133 -0.07 -0.07 -0.04 0.24
H 1.747983 1.098272 -4.774911 -0.02 0.04 -0.02 0.30

77
Properties=species:S:1:pos:R:3:forces:R:3:mulliken_spin:R:1 method="wB97M-V/def2-TZVPD" lumo_energy_ev="-3.35 / -3.46" s2=3.7829 multiplicity=4 total_energy_ha=-4954.0473 total_charge=+1
Cr -0.888980 -0.478955 -0.320830 0.57 1.50 1.48 3.06
C 1.491182 0.975335 -4.107434 -0.07 -0.10 -0.01 0.00
C 2.157495 -0.114176 -3.320941 0.06 0.04 0.05 0.01
C 3.542616 -0.259985 -3.342159 0.04 0.00 0.03 0.00
C 4.128629 -1.234289 -2.557258 -0.01 0.00 -0.02 0.00
C 3.317970 -2.051113 -1.789744 -0.03 -0.02 0.22 0.00
C 1.939918 -1.864540 -1.845720 0.18 0.29 -0.18 0.00
N 1.380910 -0.918264 -2.594972 -0.23 0.01 0.11 0.01
C 1.030107 -2.790899 -1.126036 -0.33 -0.07 0.28 0.01
C 1.446578 -4.109012 -0.978607 -0.01 -0.09 0.01 0.00
C 0.622393 -5.033021 -0.370001 0.06 0.11 -0.03 0.00
C -0.650831 -4.641312 -0.018086 -0.19 -0.01 0.18 0.00
C -1.040241 -3.326805 -0.225144 0.50 0.11 -0.06 0.03
N -0.188031 -2.389172 -0.685899 0.71 -1.17 -0.62 -0.03
C -2.424008 -2.878003 -0.007129 -0.39 0.13 0.03 -0.02
C -3.428039 -3.795867 0.253388 0.19 -0.08 -0.03 -0.01
C -4.730527 -3.363116 0.392683 -0.01 0.23 0.01 0.00
C -4.976652 -2.011852 0.272351 -0.01 -0.26 0.05 0.00
C -3.935250 -1.124554 0.023790 0.05 0.17 0.04 0.01
C -4.278469 0.330219 -0.037882 0.07 0.00 -0.04 0.00
N -2.664932 -1.551636 -0.134960 -0.53 -0.39 0.11 -0.09
H 0.806061 1.524785 -3.462879 -0.05 0.05 0.01 0.00
H 2.225371 1.665541 -4.518362 -0.03 0.01 -0.01 0.00
H 0.908611 0.556397 -4.929660 -0.02 0.01 0.02 0.00
H 4.146495 0.389247 -3.961769 -0.02 0.02 0.01 0.00
H 5.203701 -1.355958 -2.538690 0.00 0.00 0.00 0.00
H 3.751335 -2.795307 -1.136628 0.02 0.01 -0.02 0.00
H 2.406053 -4.411350 -1.369244 0.00 0.02 0.02 0.00
H 0.955235 -6.047792 -0.202427 -0.02 -0.02 -0.04 0.00
H -1.329299 -5.350855 0.429061 0.03 0.00 -0.04 0.00
H -3.192980 -4.844897 0.337560 -0.05 0.02 -0.02 0.00
H -5.532746 -4.057159 0.601433 0.01 -0.03 -0.02 0.00
H -5.979235 -1.625258 0.381978 0.01 0.05 0.00 0.00
H -5.269604 0.490357 0.379517 0.00 -0.01 0.00 0.00
H -4.288685 0.680910 -1.070827 0.04 0.04 0.00 0.00
H -3.559508 0.925204 0.516907 -0.02 0.03 0.04 0.00
Cl -1.090287 2.813944 1.650137 -0.05 0.04 0.18 0.00
C -1.572480 2.703234 -0.005637 -0.02 -0.23 -0.06 0.02
C -1.539741 1.462075 -0.628066 -0.14 0.34 -0.39 -0.10
C -1.910826 1.465011 -1.964368 0.19 0.20 0.61 -0.04
Cl -1.769220 -0.122925 -2.669125 -0.07 -0.17 -0.85 -0.01
C -2.337199 2.565022 -2.681066 -0.03 0.10 -0.18 -0.01
Cl -2.778841 2.430335 -4.334635 0.01 -0.04 0.03 0.00
C -2.386944 3.789234 -2.010917 0.00 -0.07 0.00 0.02
Cl -2.925467 5.191119 -2.834945 0.01 0.01 -0.02 0.00
C -1.992136 3.859395 -0.672024 0.01 -0.01 0.03 -0.01
Cl -2.028387 5.369540 0.145254 0.00 0.00 -0.01 0.00
O 1.065852 0.436148 -0.087176 -0.36 -0.61 -0.42 -0.01
C 1.936064 1.258065 0.209959 0.12 0.16 -0.24 -0.01
C 3.211560 0.838636 0.899587 -0.05 0.02 0.09 0.00
C 3.399071 1.460605 2.307872 -0.10 0.10 -0.01 0.00
C 2.541350 2.694886 2.598861 0.19 0.03 -0.04 0.00
C 2.840414 3.906501 1.716360 -0.16 -0.13 -0.04 0.00
C 2.814125 3.566235 0.218028 0.08 0.01 0.29 0.00
N 1.822842 2.553049 -0.114684 -0.03 0.02 -0.09 0.00
H 4.043151 1.115438 0.247816 0.00 -0.01 -0.02 0.00
H 3.195802 -0.246689 0.964892 -0.02 -0.01 -0.05 0.00
H 4.452201 1.713023 2.446205 0.01 -0.05 0.02 0.00
H 3.150347 0.705114 3.053557 0.04 -0.03 -0.02 0.00
H 2.694599 2.982175 3.640308 -0.06 -0.02 0.02 0.00
H 1.486477 2.432194 2.495670 0.02 -0.01 0.05 0.00
H 3.822314 4.317345 1.959922 -0.01 0.05 -0.01 0.00
H 2.097973 4.678032 1.930204 0.04 0.04 0.00 0.00
H 3.794341 3.206008 -0.096910 -0.02 0.03 -0.07 0.00
H 2.590144 4.454856 -0.368520 0.03 -0.03 -0.06 0.00
H 0.936171 2.847581 -0.495671 -0.02 -0.08 -0.05 0.00
C -2.061539 -1.764283 3.100316 0.12 0.25 -0.13 0.01
C -1.264422 -0.506459 2.731211 -0.51 -0.02 0.26 0.01
C -0.192916 -0.244122 3.788270 -0.09 0.04 -0.26 0.01
O -0.650610 -0.627541 1.485972 0.30 -0.37 -0.36 0.14
H -2.431662 -1.688214 4.123644 -0.02 -0.06 -0.01 0.00
H -1.407206 -2.636197 3.022708 -0.03 -0.04 0.04 0.00
H -2.916461 -1.898622 2.435567 -0.01 -0.04 0.10 0.00
H -1.957708 0.348513 2.727319 0.02 -0.02 0.00 -0.01
H 0.429559 -1.133100 3.910094 0.04 0.02 0.01 0.00
H -0.652368 0.005377 4.745365 0.03 -0.03 0.03 0.00
H 0.439418 0.586613 3.473268 0.01 0.01 0.03 0.00

Energy relative to the best compared isomer or geometry (same formula, charge and spin) across the listed records, respectively: 37.86, 14.99 kcal/mol.